[1]
The following is a quantum chemistry calculation of a cluster of 2 separate species, C5H10O2 in total in a non-equilibrium geometry, from OMol25.

```
17
Properties=species:S:1:pos:R:3
O 0.6231 1.7113 -1.3521
O 1.5353 -3.3436 5.9781
C -2.3363 1.9092 -0.9676
C -2.0061 0.5500 -1.0003
C 0.4427 0.4184 -1.5334
C -0.7391 -0.0916 -1.3133
C 1.7858 -0.3163 -1.7693
H 2.1382 -0.7432 -0.8124
H 0.0494 2.2643 -0.7580
H 0.7329 -3.8062 5.7566
H -2.4706 -0.1283 -0.3604
H 1.5627 -1.1136 -2.4922
H 1.3020 -2.4253 6.2969
H -3.1933 2.1732 -0.4031
H -0.9003 -1.1579 -1.5725
H 2.4537 0.3076 -2.3025
H -1.8236 2.8688 -0.8570
```

## Properties
Kohn-Sham gap (eV): 9.123
SMILES: C=C/C=C(/C)O.O
HOMO energy (eV): -8.33
LUMO (eV): 0.79

[2]
The following is a quantum chemistry calculation of an isolated molecule of C3HClFNO in a non-equilibrium geometry, from OMol25.

```
8
Properties=species:S:1:pos:R:3
Cl -0.3389 1.9918 1.7889
F 0.6657 -1.6266 -1.7827
O -1.0411 0.9439 -0.3499
N -0.8442 0.0057 -1.3444
C 0.1466 -0.7069 -0.8077
C -0.3691 0.7099 0.7259
C 0.5311 -0.3801 0.5160
H 1.2500 -0.9378 1.2537
```

## Properties
Kohn-Sham gap (eV): 10.475
SMILES: Fc1cc(Cl)on1
HOMO energy (eV): -10.11
LUMO (eV): 0.36

[3]
The following is a quantum chemistry calculation of a structure of composition C4H4O2Y in a non-equilibrium geometry, from OMol25.

```
11
Properties=species:S:1:pos:R:3
Y -1.6368 -3.2446 3.4451
O -1.7927 -1.0119 2.4727
O 0.2394 0.9078 -2.4405
C 0.2235 -0.1686 -0.3316
C 1.0547 0.3794 -1.4062
C -0.2442 0.0498 0.8994
C -1.3539 -0.2569 1.6101
H 1.7065 1.1649 -0.9775
H 0.7780 1.4795 -2.9961
H -0.6841 1.1189 1.5231
H 1.7096 -0.4183 -1.7985
```

## Properties
Kohn-Sham gap (alpha / beta) (eV): 5.526 / 6.057
⟨S²⟩: 1.80
HOMO energy (alpha / beta) (eV): -15.77 / -16.46
Spin multiplicity: 2
Total charge: +2
LUMO (alpha / beta) (eV): -10.25 / -10.40

[4]
The following is a quantum chemistry calculation of a structure of composition C3H13N2O in a non-equilibrium geometry, from OMol25.

```
19
Properties=species:S:1:pos:R:3
O 5.7520 1.4425 3.2099
N -1.0989 -1.8450 -0.3708
N -0.4632 0.0993 0.8341
C -0.6742 1.0230 -0.2963
C -1.6748 0.4621 -1.2789
C -1.4565 -1.0086 -1.6089
H -1.0189 2.0111 0.0014
H -0.6232 -1.1053 -2.2617
H -2.3333 -1.4571 -2.0343
H -1.6075 0.8800 -2.2850
H -0.7197 -1.1354 0.3400
H 6.3564 1.9297 2.6456
H 0.2763 1.1219 -0.8042
H 4.9911 1.3051 2.6373
H 0.3863 0.3846 1.3417
H -1.1741 0.2427 1.5211
H -2.6902 0.5569 -0.8726
H -0.3312 -2.4668 -0.5921
H -1.8964 -2.4407 -0.1263
```

## Properties
Kohn-Sham gap (eV): 10.298
HOMO energy (eV): -13.49
Total charge: +1
LUMO (eV): -3.20

[5]
The following is a quantum chemistry calculation of a structure of composition C4H10FeO2 in a non-equilibrium geometry, from OMol25.

```
17
Properties=species:S:1:pos:R:3
Fe 0.7190 3.3876 0.5590
O 1.1058 1.8424 2.1017
O -0.6505 0.8680 0.9197
C 0.1677 0.4992 1.9472
C 0.5712 -1.8071 -0.2774
C -2.0396 0.8947 1.1740
C 1.6175 0.6262 1.7393
H -0.2340 0.2188 2.9278
H 0.6306 -1.1887 -1.1822
H -2.3595 -0.0885 1.5496
H 1.3947 -2.5311 -0.2908
H -2.5121 1.0522 0.1976
H -0.3586 -2.3783 -0.3999
H 0.1407 -1.1977 0.8272
H 1.7024 -0.0327 0.5868
H 2.2977 0.1591 2.4602
H -2.2310 1.7842 1.7946
```

## Properties
Kohn-Sham gap (alpha / beta) (eV): 8.772 / 8.844
⟨S²⟩: 8.75
HOMO energy (alpha / beta) (eV): -12.55 / -14.66
Spin multiplicity: 6
Total charge: +1
LUMO (alpha / beta) (eV): -3.77 / -5.81

[6]
The following is a quantum chemistry calculation of a structure of composition C3H3HgO3 in a non-equilibrium geometry, from OMol25.

```
10
Properties=species:S:1:pos:R:3
Hg -3.6622 0.6407 0.6243
O -1.5396 0.2557 -0.3171
O 1.6492 -0.4019 0.0840
O 1.1713 1.8428 0.0864
C 0.8654 0.6278 -0.2279
C -0.3497 -0.1118 -0.3351
C 0.5128 -1.3358 -0.0705
H 0.6795 -2.0146 -0.9145
H 0.3444 -1.8777 0.8669
H 0.3289 2.3748 0.2033
```

## Properties
Kohn-Sham gap (alpha / beta) (eV): 8.268 / 6.727
⟨S²⟩: 2.01
HOMO energy (alpha / beta) (eV): -12.16 / -14.99
Spin multiplicity: 3
Total charge: +1
LUMO (alpha / beta) (eV): -3.89 / -8.26